C12H16Cu2N3O | wB97M-V/def2-TZVPD

XYZ file:
```
34
Properties=species:S:1:pos:R:3:forces:R:3
Cu 23.220 16.889 11.794 0.467 0.229 1.742
Cu 21.850 18.977 13.686 1.306 -0.639 0.497
O 23.510 17.510 13.912 -1.773 0.155 -2.124
N 23.020 17.698 16.654 -0.685 0.552 1.080
N 23.326 20.760 11.449 -0.158 -1.297 -0.006
N 25.840 18.708 14.954 2.188 -0.986 1.166
C 27.483 20.056 15.663 -1.942 2.201 -0.844
C 26.219 20.017 15.061 0.625 -0.363 0.448
C 26.877 17.894 15.514 0.238 2.051 -0.842
C 24.422 20.738 12.249 1.068 1.083 1.430
C 23.121 18.410 18.749 1.614 0.297 0.522
C 24.931 22.058 12.363 -1.293 -2.729 0.309
C 21.775 17.506 17.258 -0.037 -0.313 0.042
C 21.844 17.880 18.615 -0.638 0.004 -2.383
C 23.095 21.995 10.950 0.915 1.318 1.032
C 24.063 22.810 11.589 -0.957 0.844 -1.552
C 27.926 18.780 15.886 -1.112 -2.416 -0.102
C 23.824 18.292 17.574 0.498 0.275 0.774
H 21.057 17.941 19.352 -0.020 -0.358 -0.229
H 28.923 18.564 16.241 -0.266 -0.428 0.181
H 21.022 17.087 16.608 -0.353 -0.124 0.471
H 27.918 20.996 15.969 0.381 -0.159 -0.228
H 24.198 23.878 11.498 -0.364 -0.017 -0.352
H 23.290 16.830 14.577 -0.025 -0.427 -1.334
H 23.238 17.646 15.669 -0.224 0.545 1.161
H 22.873 19.887 11.220 -0.113 0.480 -0.515
H 24.956 18.351 14.620 0.304 0.102 -0.103
H 24.637 19.844 12.816 0.371 -0.077 -0.227
H 26.834 16.817 15.452 -0.051 0.140 0.106
H 22.279 22.168 10.264 0.229 0.246 0.102
H 25.590 20.805 14.673 0.062 -0.018 0.335
H 25.710 22.393 13.032 0.020 -0.042 -0.306
H 24.846 18.594 17.401 -0.111 -0.149 -0.270
H 23.575 18.805 19.646 -0.164 0.020 0.019
```
Positions in Å, forces in eV/Å.

## Properties
- LUMO: -6.649 eV
- HOMO: -0.3770 hartree
- F_max: 0.0594 Eh/bohr
- Charge: +1
- Calculated total energy: -3986.8983 hartree
- Orbital gap: 3.61 eV

---

C12H16F3N5OS | wB97M-V/def2-TZVPD

XYZ file:
```
38
Properties=species:S:1:pos:R:3:forces:R:3
S 1.580 0.565 2.980 -0.022 0.729 -1.275
F -3.032 2.227 -0.023 -1.094 0.318 -0.834
F -2.646 4.372 0.520 -0.971 -1.394 -0.111
F -3.615 2.963 1.963 0.587 0.324 -1.317
O 2.949 0.018 -0.790 -0.726 -0.295 3.124
N -0.256 3.287 1.002 -0.112 2.273 -2.104
N -0.908 1.725 2.319 -1.990 -0.839 -1.998
N 0.830 2.717 1.502 1.115 -0.378 -0.188
N 1.106 -0.764 0.251 -0.581 -0.750 3.531
N -2.331 -1.393 -0.293 3.302 0.247 -0.531
C 2.331 -0.145 0.303 -0.939 0.831 -5.265
C 0.004 0.442 -1.608 -0.065 -1.317 -0.674
C 0.427 1.710 2.216 0.902 -0.161 1.232
C -2.714 3.083 0.923 1.717 0.331 2.211
C -1.180 -1.273 -0.516 -2.385 -0.707 1.077
C -1.319 2.696 1.385 0.750 -0.578 2.326
C -1.804 0.690 2.800 -1.418 0.019 -0.519
C 0.224 -0.964 -0.890 0.511 0.877 -2.313
C 0.157 -2.091 -3.310 -1.794 -0.424 2.818
C 0.872 -2.026 -1.904 -1.603 2.110 -1.724
C 0.944 -3.382 -1.357 0.692 -0.885 2.239
C 2.768 0.603 1.530 -0.146 -1.940 0.906
H 3.612 -0.026 1.854 0.189 0.957 0.290
H 0.733 -0.987 1.209 0.269 0.399 -1.572
H 0.585 -3.381 -0.300 0.269 -0.317 -0.635
H 2.004 -3.672 -1.329 -0.487 -0.493 -0.011
H -2.285 1.179 3.681 0.035 -1.264 -0.449
H 1.867 -1.664 -2.114 0.192 0.503 0.278
H -0.140 1.191 -0.861 0.121 0.606 0.511
H -1.228 -0.223 2.989 -0.268 0.326 0.410
H 2.994 1.602 1.173 0.247 0.084 0.479
H -0.821 -2.618 -3.209 0.387 0.374 0.239
H 0.678 -2.728 -3.945 1.359 -0.794 -1.248
H -0.084 -1.162 -3.745 0.198 1.178 -0.646
H 0.336 -4.063 -1.918 -0.113 -0.603 -0.167
H -2.586 0.421 1.978 1.347 0.575 1.553
H 0.863 0.646 -2.244 0.015 0.211 0.160
H -0.914 0.423 -2.222 0.512 -0.134 0.198
```
Positions in Å, forces in eV/Å.

## Properties
- LUMO: 0.288 eV
- HOMO: -0.3530 hartree
- SMILES: CC(C)[C@@](C)(C#N)NC(=O)CSc1nnc(C(F)(F)F)n1C
- F_max: 0.1053 Eh/bohr
- Calculated total energy: -1513.6232 hartree
- Orbital gap: 9.89 eV

---

C12H16N2 | wB97M-V/def2-TZVPD

XYZ file:
```
30
Properties=species:S:1:pos:R:3:forces:R:3
N 1.188 3.043 -1.269 0.157 -0.435 -1.194
N 2.377 1.267 -1.782 0.108 -0.615 -0.153
C -0.465 -2.225 0.861 0.003 0.360 -0.243
C 1.414 2.376 -0.082 0.026 1.073 -0.219
C -1.232 0.043 0.800 0.352 -0.468 -0.301
C 2.167 1.292 -0.419 0.231 -0.126 -0.188
C -1.538 -1.363 -1.263 0.126 -0.790 0.110
C 2.664 0.167 0.409 -0.342 -0.381 0.725
C 1.767 2.304 -2.260 -0.898 0.788 0.488
C -3.008 -1.069 -1.540 -0.208 -0.041 0.437
C -0.698 0.241 2.059 -1.243 -0.146 0.563
C -1.108 -1.202 0.177 0.155 0.518 -0.216
C -0.248 -0.841 2.823 0.442 0.990 -0.899
C -0.029 -2.035 2.167 -0.201 -0.753 0.381
H -0.886 -0.794 -1.926 0.020 0.325 0.101
H 3.123 0.476 1.352 0.255 0.128 -0.244
H -3.631 -1.779 -0.979 0.066 0.042 -0.305
H 0.453 -2.856 2.683 -0.068 -0.056 0.068
H -0.814 1.208 2.526 0.075 0.143 0.087
H -1.326 -2.410 -1.528 -0.202 0.195 -0.068
H 0.563 3.782 -1.539 -0.063 0.192 0.750
H -3.344 -0.078 -1.206 0.325 -0.067 -0.152
H -1.738 0.825 0.250 0.195 0.271 0.103
H 1.544 2.597 -3.273 0.534 -0.268 -0.257
H -3.203 -1.157 -2.607 -0.186 -0.044 -0.002
H -0.298 -3.152 0.325 0.076 -0.139 0.220
H -0.012 -0.641 3.855 0.310 -0.342 0.142
H 1.169 2.909 0.818 -0.118 -0.514 0.390
H 1.822 -0.451 0.734 -0.048 -0.049 -0.173
H 3.327 -0.478 -0.165 0.121 0.210 0.048
```
Positions in Å, forces in eV/Å.

## Properties
- LUMO: 0.788 eV
- HOMO: -0.3091 hartree
- SMILES: Cc1c[nH]cn1.CCc1ccccc1
- F_max: 0.0274 Eh/bohr
- Calculated total energy: -576.3630 hartree
- Orbital gap: 9.20 eV

---

C12H16N2 | wB97M-V/def2-TZVPD

XYZ file:
```
30
Properties=species:S:1:pos:R:3:forces:R:3
N 0.825 -3.105 -1.119 -1.174 1.695 0.757
N -0.931 -2.747 0.278 1.229 0.312 -0.896
C -1.721 1.632 -0.811 0.704 -0.894 0.862
C 1.923 0.907 -1.696 -0.929 -1.643 1.695
C -0.340 1.666 -0.623 1.260 -0.217 -1.229
C 0.228 -2.178 0.826 -4.027 -0.682 1.384
C 0.201 1.812 0.647 0.537 0.093 1.883
C 0.641 1.719 -1.815 0.267 1.342 1.161
C -0.573 -3.224 -0.897 1.242 -0.374 1.779
C -0.625 1.911 1.786 0.455 -0.104 -1.198
C 0.110 -1.676 2.218 1.996 -0.501 0.183
C 1.286 -2.389 -0.053 1.599 -0.839 -2.411
C -2.499 1.813 0.327 -1.207 1.076 -0.551
C -1.987 2.046 1.598 0.368 -0.381 -0.130
H -3.565 1.980 0.199 -0.036 -0.398 -0.027
H 0.858 -0.888 2.379 -0.368 0.015 0.117
H 1.154 -2.981 -2.073 0.559 -0.455 0.237
H -2.097 1.333 -1.792 -0.230 0.561 0.347
H 2.627 1.287 -2.415 0.606 -0.326 0.008
H 2.334 -2.143 -0.055 0.039 0.357 0.417
H -1.096 -3.922 -1.509 -0.822 0.125 -0.493
H -0.876 -1.422 2.591 -0.171 0.123 -0.648
H 0.460 -2.513 2.882 -0.157 0.393 -0.450
H -0.171 1.866 2.758 0.046 0.491 0.349
H 2.270 0.860 -0.640 0.395 0.835 -0.781
H 0.194 1.436 -2.776 -0.250 0.747 0.255
H 0.988 2.815 -1.722 -0.646 -1.412 -1.041
H -2.618 2.354 2.417 -0.242 -0.314 0.040
H 1.296 1.945 0.888 -1.188 -0.402 -0.834
H 1.706 -0.194 -1.799 0.145 0.776 -0.786
```
Positions in Å, forces in eV/Å.

## Properties
- Spin multiplicity: 2
- LUMO (spin up / spin down): -3.923 / -7.925 eV
- HOMO (spin up / spin down): -0.4355 / -0.4330 hartree
- F_max: 0.0839 Eh/bohr
- ⟨S²⟩: 0.7604
- Charge: +1
- Calculated total energy: -576.0298 hartree
- Orbital gap (spin up / spin down): 7.93 / 3.86 eV